# C18H18F5N7O2

An isolated molecule of C18H18F5N7O2 at a distorted geometry (wB97M-V/def2-TZVPD, the OMol25 dataset).

The LUMO energy is 0.4411 eV. The calculation puts the HOMO-LUMO gap at 8.8 eV. The HOMO energy is -8.35 eV. Its structure (SMILES) is O=C(Nc1cn(C(F)F)nc1C(F)(F)F)c1cnn2ccc(N[C@@H]3CCCC[C@@H]3O)nc12.

Each line ends with the natural charge from an NBO analysis.
Cartesian coordinates (Å):
O (-0.155, -3.367, -3.198)  -0.64
F (-3.190, -0.525, 1.858)  -0.31
F (-2.089, 0.530, 0.255)  -0.31
F (-1.113, -1.129, 1.354)  -0.32
F (-5.596, -3.526, -2.816)  -0.32
F (-4.556, -5.303, -2.034)  -0.32
N (3.318, -1.326, -3.860)  -0.28
N (1.685, 0.002, -0.907)  -0.57
N (-3.934, -2.308, -0.222)  -0.22
O (2.702, 2.322, 3.223)  -0.75
C (0.205, -2.427, -2.475)  0.68
C (2.257, -2.066, -3.908)  0.05
C (2.618, 0.789, -0.409)  0.45
C (-2.765, -1.715, -0.161)  0.00
C (3.964, 0.857, -1.021)  -0.32
C (1.433, -1.755, -2.803)  -0.32
C (-1.965, -2.198, -1.251)  0.07
C (4.266, 0.202, -2.176)  0.08
C (2.042, -0.756, -2.061)  0.38
C (-2.713, -3.102, -1.904)  -0.05
N (-0.652, -1.796, -1.577)  -0.62
N (3.257, -0.564, -2.713)  -0.20
N (-3.895, -3.176, -1.278)  -0.22
N (2.369, 1.572, 0.687)  -0.57
C (-2.289, -0.662, 0.850)  0.99
C (-5.022, -4.047, -1.715)  0.71
C (-0.933, 2.635, 3.082)  -0.40
C (-0.792, 3.373, 1.783)  -0.41
C (0.403, 2.530, 3.788)  -0.43
C (0.434, 2.964, 0.948)  -0.42
C (1.427, 1.726, 2.966)  0.10
C (1.099, 1.647, 1.422)  -0.06
H (2.961, 2.174, 4.153)  0.48
H (1.959, -2.777, -4.703)  0.24
H (4.715, 1.480, -0.537)  0.22
H (5.213, 0.293, -2.664)  0.24
H (-2.484, -3.696, -2.795)  0.27
H (-0.269, -0.961, -1.142)  0.43
H (3.087, 2.246, 0.954)  0.42
H (-5.769, -4.080, -0.930)  0.16
H (-1.706, 3.102, 3.722)  0.22
H (-1.264, 1.608, 2.880)  0.19
H (-1.697, 3.203, 1.163)  0.21
H (-0.739, 4.450, 1.955)  0.20
H (0.274, 1.972, 4.733)  0.21
H (0.733, 3.541, 3.986)  0.21
H (1.116, 3.815, 1.037)  0.21
H (0.181, 2.805, -0.116)  0.22
H (1.384, 0.691, 3.362)  0.17
H (0.486, 0.733, 1.218)  0.25



# C18H18F6N4OsP

A structure of composition C18H18F6N4OsP at a distorted geometry (wB97M-V/def2-TZVPD, the OMol25 dataset).

The LUMO energy (spin up / spin down) is -14.4589 / -18.4748 eV. The calculation puts the HOMO-LUMO gap (spin up / spin down) at 7.8 / 3.8 eV. The expectation value of S² is 8.790. The net charge is +4. The spin multiplicity is 6. The HOMO energy (spin up / spin down) is -22.24 / -22.23 eV.

Each line ends with the Löwdin spin population.
Cartesian coordinates (Å):
Os (-0.241, 1.025, 0.255)  3.03
C (-0.474, -1.978, -1.141)  0.01
N (0.549, -1.470, -0.243)  0.24
C (1.837, -1.158, -0.836)  0.05
C (1.936, 0.142, -1.637)  0.24
C (2.967, 0.300, -2.568)  0.19
C (3.153, 1.535, -3.167)  -0.01
C (2.304, 2.594, -2.884)  0.22
C (1.308, 2.374, -1.935)  0.27
N (1.134, 1.186, -1.364)  0.08
C (0.502, -1.937, 1.132)  0.01
C (-0.616, -1.384, 2.015)  0.01
C (-1.033, -2.098, 3.142)  0.00
C (-1.909, -1.501, 4.037)  0.02
C (-2.401, -0.228, 3.796)  0.01
C (-1.937, 0.433, 2.661)  0.03
N (-1.098, -0.146, 1.806)  0.06
C (-1.592, -1.023, -1.546)  0.02
C (-2.583, -1.456, -2.428)  0.01
C (-3.598, -0.580, -2.778)  0.03
C (-3.624, 0.710, -2.259)  0.00
C (-2.609, 1.071, -1.392)  0.04
N (-1.617, 0.222, -1.048)  0.05
H (-0.005, -2.326, -2.071)  0.00
H (-0.956, -2.855, -0.688)  0.00
H (2.607, -1.089, -0.055)  0.02
H (2.165, -1.975, -1.501)  0.01
H (3.645, -0.518, -2.777)  0.00
H (3.995, 1.686, -3.853)  0.00
H (2.393, 3.566, -3.360)  0.01
H (0.650, 3.189, -1.641)  0.01
H (0.433, -3.039, 1.164)  0.01
H (1.442, -1.689, 1.646)  0.00
H (-0.636, -3.083, 3.345)  0.00
H (-2.194, -2.028, 4.954)  0.00
H (-3.116, 0.261, 4.453)  0.00
H (-2.255, 1.455, 2.460)  0.01
H (-2.555, -2.464, -2.830)  0.00
H (-4.381, -0.906, -3.465)  0.00
H (-4.405, 1.416, -2.515)  0.00
H (-2.594, 2.074, -0.964)  0.01
F (0.529, 2.347, 1.392)  0.22
P (2.486, 1.664, 2.504)  0.00
F (1.872, 2.352, 3.726)  0.00
F (1.344, 0.474, 2.668)  0.01
F (2.482, 1.029, 0.934)  0.03
F (3.678, 0.866, 2.982)  0.00
F (3.023, 2.960, 1.877)  0.00



# C18H18F7N3PdS

A structure of composition C18H18F7N3PdS (wB97M-V/def2-TZVPD, the OMol25 dataset).

The LUMO energy (spin up / spin down) is -0.1978 / -0.1982 eV. The calculation puts the HOMO-LUMO gap (spin up / spin down) at 7.1 / 7.1 eV. The HOMO energy (spin up / spin down) is -7.30 / -7.30 eV.

Each line ends with the natural charge from an NBO analysis.
Cartesian coordinates (Å):
Pd (-0.337, 0.435, 0.190)  0.76
C (-0.070, 2.354, 2.899)  -0.62
C (1.118, 2.451, 1.965)  -0.22
N (0.938, 2.046, 0.531)  -0.40
C (0.372, 3.195, -0.261)  -0.23
C (1.346, 4.323, -0.575)  -0.64
C (2.264, 1.618, 0.012)  -0.23
C (2.099, 0.855, -1.268)  -0.25
N (1.278, -0.288, -0.898)  -0.69
C (1.214, -1.369, -1.722)  0.09
C (0.861, -2.624, -1.200)  0.25
F (0.652, -2.736, 0.129)  -0.32
C (0.813, -3.769, -1.960)  0.35
F (0.481, -4.920, -1.346)  -0.31
C (1.122, -3.773, -3.306)  -0.39
C (1.492, -2.556, -3.841)  0.34
F (1.799, -2.469, -5.145)  -0.31
C (1.532, -1.397, -3.092)  0.28
F (1.842, -0.252, -3.741)  -0.33
H (0.293, 2.539, 3.912)  0.22
H (-0.524, 1.367, 2.877)  0.23
H (-0.850, 3.079, 2.676)  0.22
H (1.926, 1.836, 2.356)  0.21
H (1.484, 3.482, 1.954)  0.19
H (-0.466, 3.574, 0.321)  0.22
H (-0.042, 2.795, -1.184)  0.22
H (1.920, 4.642, 0.295)  0.21
H (0.779, 5.187, -0.924)  0.23
H (2.047, 4.050, -1.363)  0.21
H (2.683, 0.935, 0.749)  0.22
H (2.932, 2.478, -0.077)  0.20
H (3.092, 0.542, -1.607)  0.21
H (1.683, 1.484, -2.065)  0.18
H (1.089, -4.674, -3.900)  0.25
F (-6.079, -0.102, 2.606)  -0.32
C (-4.973, 0.504, 2.136)  0.98
F (-5.374, 1.408, 1.231)  -0.31
F (-4.430, 1.177, 3.164)  -0.32
C (-4.012, -0.495, 1.553)  -0.24
C (-4.212, -1.851, 1.730)  -0.09
C (-3.265, -2.752, 1.264)  -0.29
C (-2.132, -2.262, 0.648)  0.09
N (-1.940, -0.955, 0.447)  -0.49
C (-2.859, -0.067, 0.889)  0.12
S (-2.331, 1.570, 0.591)  -0.17
H (-5.099, -2.199, 2.242)  0.24
H (-3.396, -3.818, 1.379)  0.23
H (-1.359, -2.919, 0.285)  0.23



Q: Which energy above the lowest of the compared OMol25 structures with the same formula, charge and spin values were calculated for the entries above? A: 6.7 12.5 16.7, in kcal per mole.